{
  "formula": "C15H34FN2O3PS",
  "method": "ωB97M-V with the def2-TZVPD basis set",
  "elements": ["O", "C", "O", "C", "F", "C", "P", "S", "O", "H", "H", "H", "H", "C", "C", "N", "C", "C", "C", "C", "H", "H", "H", "H", "H", "H", "H", "H", "H", "H", "H", "H", "H", "H", "H", "C", "C", "N", "C", "C", "C", "C", "H", "H", "H", "H", "H", "H", "H", "H", "H", "H", "H", "H", "H", "H", "H"],
  "xyz": [[9.794, 0.823, -1.264], [9.164, 1.794, -1.468], [9.475, 3.070, -1.033], [8.226, 3.514, -0.536], [8.205, 4.851, -0.430], [7.249, 2.972, -1.594], [5.587, 2.479, -0.953], [4.804, 0.877, -1.679], [7.982, 1.864, -2.140], [8.084, 3.056, 0.452], [7.140, 3.716, -2.393], [5.835, 2.450, 0.430], [4.857, 3.661, -1.137], [2.104, 1.157, 2.823], [1.175, 1.556, 1.687], [1.277, 0.682, 0.532], [0.589, 1.200, -0.638], [-0.938, 1.336, -0.571], [1.098, -0.736, 0.793], [-0.236, -1.188, 1.406], [3.139, 1.114, 2.480], [2.036, 1.890, 3.629], [1.844, 0.186, 3.247], [1.447, 2.561, 1.349], [0.149, 1.635, 2.084], [0.857, 0.576, -1.494], [1.013, 2.187, -0.851], [-1.435, 0.371, -0.664], [-1.290, 1.960, -1.395], [-1.271, 1.803, 0.357], [1.908, -1.061, 1.448], [1.265, -1.266, -0.148], [-0.567, -0.520, 2.204], [-0.127, -2.184, 1.839], [-1.029, -1.247, 0.663], [-3.136, -3.260, -1.560], [-4.583, -2.800, -1.466], [-5.138, -2.915, -0.128], [-6.576, -2.719, -0.084], [-7.133, -1.338, -0.449], [-4.375, -2.262, 0.923], [-4.119, -0.754, 0.794], [-3.031, -4.287, -1.209], [-2.803, -3.215, -2.598], [-2.463, -2.628, -0.977], [-5.194, -3.430, -2.119], [-4.652, -1.778, -1.875], [-6.918, -2.988, 0.920], [-7.019, -3.459, -0.758], [-6.979, -0.608, 0.345], [-8.210, -1.412, -0.616], [-6.686, -0.948, -1.364], [-3.408, -2.765, 0.996], [-4.874, -2.470, 1.872], [-3.844, -0.470, -0.223], [-3.289, -0.475, 1.447], [-4.979, -0.157, 1.095]],
  "molar_mass_g_mol": 372.5,
  "e_tot_ev": -48069.4710,
  "smiles": "O=C1O[C@@H](F)[C@H]([PH2]=S)O1.CCN(CC)CC.CCN(CC)CC"
}



{
  "formula": "C16H21N3O3",
  "method": "ωB97M-V with the def2-TZVPD basis set",
  "elements": ["C", "C", "C", "C", "N", "C", "O", "C", "N", "C", "C", "C", "N", "C", "C", "C", "C", "C", "C", "C", "O", "O", "H", "H", "H", "H", "H", "H", "H", "H", "H", "H", "H", "H", "H", "H", "H", "H", "H", "H", "H", "H", "H"],
  "xyz": [[2.021, -0.431, -4.877], [1.423, -1.042, -3.617], [0.773, -2.580, -3.945], [0.476, -0.156, -2.822], [-0.262, -0.854, -1.646], [0.354, -0.263, -0.535], [0.642, -0.881, 0.516], [0.223, 1.180, -0.438], [-1.192, 1.767, -0.542], [0.836, 1.643, 1.032], [0.036, 1.219, 2.111], [-1.070, 1.934, 2.562], [-1.550, 1.457, 3.770], [-0.874, 0.293, 4.025], [-1.092, -0.515, 5.154], [-0.407, -1.828, 5.221], [0.558, -2.173, 4.132], [0.803, -1.179, 3.149], [0.050, 0.017, 3.022], [-0.453, 0.654, -3.773], [-0.102, 1.062, -4.837], [-1.606, 0.952, -3.208], [2.885, -1.151, -5.158], [1.246, -0.551, -5.617], [2.367, 0.570, -4.939], [2.265, -1.084, -3.045], [-0.023, -2.620, -4.734], [1.601, -3.093, -4.637], [0.484, -3.260, -3.032], [1.178, 0.592, -2.503], [-0.085, -1.806, -1.752], [0.936, 1.775, -0.986], [-1.621, 1.956, -1.453], [-1.802, 0.943, -0.291], [1.134, 2.607, 0.947], [1.735, 1.028, 0.967], [-1.289, 2.884, 2.099], [-2.253, 1.772, 4.370], [-1.550, -0.212, 6.167], [-0.709, -2.517, 6.047], [1.100, -3.129, 4.252], [1.553, -1.447, 2.452], [-1.536, 0.442, -2.397]],
  "de_lowest_ev": 6.390,
  "molar_mass_g_mol": 303.4,
  "e_tot_ev": -27541.7742,
  "smiles": "CC(C)[C@H](NC(=O)[C@@H](N)Cc1c[nH]c2ccccc12)C(=O)O"
}



{
  "formula": "C3H17N2O4",
  "method": "ωB97M-V with the def2-TZVPD basis set",
  "elements": ["N", "C", "C", "O", "C", "N", "H", "H", "H", "H", "H", "H", "H", "H", "H", "H", "H", "H", "H", "O", "H", "H", "O", "H", "H", "O"],
  "xyz": [[0.408, -0.292, -0.724], [0.327, -0.365, 0.756], [1.117, 0.734, 1.471], [0.883, 0.594, 2.861], [-1.165, -0.333, 1.099], [-1.831, -1.403, 0.332], [0.583, 0.669, -1.038], [-0.469, -0.636, -1.151], [1.158, -0.895, -1.092], [0.729, -1.317, 1.078], [0.829, 1.733, 1.122], [2.188, 0.647, 1.328], [0.389, 1.345, 3.198], [-1.402, -0.314, 2.157], [-1.616, 0.593, 0.708], [-1.812, -2.291, 0.815], [-2.794, -1.167, 0.141], [2.384, -3.190, 0.657], [2.743, -3.182, -0.793], [2.071, -2.826, -0.196], [-0.128, 3.038, -2.567], [0.872, 3.524, -1.484], [0.384, 2.756, -1.803], [-1.882, 1.119, -3.013], [-2.012, 1.015, -1.538], [-1.953, 0.446, -2.324]],
  "de_lowest_ev": 0.609,
  "molar_mass_g_mol": 145.2,
  "e_tot_ev": -14551.2098,
  "total_charge": 1
}



{
  "formula": "C7H12CoIN6O5S",
  "method": "ωB97M-V with the def2-TZVPD basis set",
  "elements": ["Co", "N", "N", "C", "N", "N", "N", "O", "O", "H", "H", "H", "H", "H", "C", "S", "O", "O", "O", "H", "H", "H", "I", "C", "C", "C", "C", "C", "N", "H", "H", "H", "H"],
  "xyz": [[0.319, 0.228, -0.481], [1.988, -0.992, -0.651], [2.812, -0.827, 0.483], [2.230, -0.504, 1.680], [3.051, -0.348, 2.712], [0.914, -0.470, 1.659], [0.267, -0.589, 2.908], [0.729, -0.017, 3.885], [-0.748, -1.242, 2.890], [1.937, -1.978, -0.896], [2.420, -0.481, -1.418], [3.771, -0.572, 0.311], [4.030, -0.561, 2.630], [2.665, -0.046, 3.595], [0.545, 3.223, -2.602], [0.622, 2.726, -0.915], [-0.629, 1.932, -0.644], [0.834, 3.866, -0.099], [1.674, 1.644, -0.802], [-0.462, 3.591, -2.785], [0.760, 2.373, -3.243], [1.269, 4.019, -2.748], [-0.603, -1.466, -3.121], [-1.858, -1.468, -1.460], [-3.099, -2.069, -1.486], [-3.910, -1.912, -0.371], [-3.492, -1.107, 0.674], [-2.248, -0.516, 0.596], [-1.419, -0.761, -0.415], [-3.428, -2.619, -2.355], [-4.885, -2.378, -0.343], [-4.123, -0.938, 1.533], [-1.932, 0.256, 1.281]],
  "de_lowest_ev": 0.517,
  "s_squared": 0.847,
  "spin_multiplicity": 2,
  "molar_mass_g_mol": 478.1,
  "e_tot_ev": -83185.9890,
  "total_charge": 1
}